# 1
Formula: C7H3N
Source: the Open Molecules 2025 dataset
Level of theory: wB97M-V/def2-TZVPD

Summary:
Kohn-Sham gap (alpha / beta)	7.78 / 7.77	eV
HOMO energy (alpha / beta)	-0.351 / -0.350	hartree
LUMO energy (alpha / beta)	-1.8 / -1.8	eV

ORCA input file:
```
! RIJCOSX wB97M-V def2-TZVPD def2/J DEFGRID3
* xyz 0 1
C -0.54 0.31 3.57
C 0.24 -0.32 -1.80
C -0.91 0.35 -1.32
C 1.27 -0.58 -0.84
C -0.07 0.25 1.10
C -0.82 0.50 0.04
C 0.89 -0.37 0.45
N -0.79 0.57 4.65
H 0.24 -0.46 -2.91
H -1.68 0.73 -1.84
H 2.17 -0.97 -1.08
*
```

Now the Löwdin charges, all in e:
1 C -0.240
2 C -0.020
3 C -0.032
4 C -0.049
5 C -0.046
6 C 0.101
7 C 0.097
8 N -0.090
9 H 0.131
10 H 0.074
11 H 0.075


# 2
Formula: CH6N3O
Source: the Open Molecules 2025 dataset
Level of theory: wB97M-V/def2-TZVPD

Summary:
Kohn-Sham gap	6.80	eV
HOMO energy	-0.073	hartree
LUMO energy	4.8	eV

ORCA input file:
```
! RIJCOSX wB97M-V def2-TZVPD def2/J DEFGRID3
* xyz -1 1
C -0.03 -0.27 -1.44
N 0.76 0.30 -0.32
O 1.41 -0.70 0.41
N -0.37 0.84 0.59
N -0.21 0.31 1.90
H 0.61 -0.91 -2.10
H -0.74 -1.11 -1.14
H -0.60 0.52 -2.00
H -0.31 1.83 0.42
H -1.04 -0.24 2.13
H 0.53 -0.56 1.54
*
```

Now the Löwdin charges, all in e:
1 C -0.200
2 N -0.341
3 O -0.371
4 N -0.205
5 N -0.139
6 H 0.046
7 H 0.060
8 H 0.055
9 H 0.050
10 H -0.008
11 H 0.055


# 3
Formula: C2H4O3P
Source: the Open Molecules 2025 dataset
Level of theory: wB97M-V/def2-TZVPD

Summary:
Kohn-Sham gap	7.52	eV
HOMO energy	-0.115	hartree
LUMO energy	4.4	eV

ORCA input file:
```
! RIJCOSX wB97M-V def2-TZVPD def2/J DEFGRID3
* xyz -1 1
O 2.45 -1.05 -0.55
P 1.60 -0.52 0.46
C -0.18 -0.77 -0.16
C -0.91 0.49 0.21
O -0.31 1.62 -0.34
O 0.93 1.84 0.21
H -0.77 -1.82 0.17
H 0.04 -0.81 -1.20
H -1.97 0.36 -0.12
H -0.89 0.66 1.32
*
```

Now the Löwdin charges, all in e:
1 O -0.548
2 P 0.712
3 C -0.395
4 C -0.413
5 O -0.337
6 O -0.382
7 H 0.127
8 H 0.032
9 H 0.105
10 H 0.100


# 4
Formula: C5H6ClO2P
Source: the Open Molecules 2025 dataset
Level of theory: wB97M-V/def2-TZVPD

Summary:
Kohn-Sham gap	9.71	eV
HOMO energy	-0.329	hartree
LUMO energy	0.8	eV

ORCA input file:
```
! RIJCOSX wB97M-V def2-TZVPD def2/J DEFGRID3
* xyz 0 1
O -1.92 2.34 -2.05
P -1.10 1.15 -1.68
Cl 0.72 1.31 -2.54
C -0.98 1.06 0.06
C -0.06 -0.05 0.36
C 0.78 -0.06 1.46
C 1.46 -1.30 1.39
C 0.98 -2.01 0.29
O 0.03 -1.23 -0.34
H -1.66 -0.02 -2.13
H -0.67 2.01 0.46
H -1.97 0.81 0.40
H 0.89 0.66 2.26
H 2.19 -1.65 2.10
H 1.30 -3.00 -0.04
*
```

Now the Löwdin charges, all in e:
1 O -0.433
2 P 0.292
3 Cl 0.371
4 C -0.247
5 C -0.385
6 C -0.023
7 C -0.072
8 C -0.080
9 O -0.020
10 H 0.031
11 H 0.117
12 H 0.108
13 H 0.116
14 H 0.102
15 H 0.123


# 5
Formula: C7H14NO
Source: the Open Molecules 2025 dataset
Level of theory: wB97M-V/def2-TZVPD

Summary:
Kohn-Sham gap	8.88	eV
HOMO energy	-0.518	hartree
LUMO energy	-5.2	eV

ORCA input file:
```
! RIJCOSX wB97M-V def2-TZVPD def2/J DEFGRID3
* xyz 1 1
C -0.29 0.08 -0.19
C -3.81 0.69 0.01
C -4.77 1.12 -0.98
C 4.40 -0.49 0.26
C -2.52 -0.76 1.30
C 2.90 -0.70 0.34
C 2.13 -0.44 -0.91
N 0.83 -0.10 -0.54
O -3.41 -0.50 0.24
H -3.59 1.49 0.76
H -4.56 0.77 -1.99
H -4.83 2.14 -1.18
H -5.77 0.70 -0.86
H 4.81 0.53 0.24
H 4.90 -1.14 1.06
H 4.64 -1.22 -0.58
H -1.54 -0.48 0.79
H -2.60 -1.86 1.55
H -2.58 -0.03 2.15
H 2.45 -0.23 1.10
H 2.83 -1.83 0.44
H 2.62 0.23 -1.59
H 1.91 -1.30 -1.53
*
```

Now the Löwdin charges, all in e:
1 C 0.141
2 C -0.029
3 C 0.016
4 C -0.103
5 C -0.063
6 C -0.259
7 C -0.220
8 N -0.008
9 O 0.021
10 H 0.177
11 H 0.122
12 H 0.084
13 H 0.130
14 H 0.083
15 H 0.100
16 H 0.095
17 H -0.028
18 H 0.138
19 H 0.130
20 H 0.064
21 H 0.140
22 H 0.132
23 H 0.138


# 6
Formula: C33H32CdIN13O4SSe
Source: the Open Molecules 2025 dataset
Level of theory: wB97M-V/def2-TZVPD

Summary:
Kohn-Sham gap	7.72	eV
HOMO energy	-0.280	hartree
LUMO energy	0.1	eV

ORCA input file:
```
! RIJCOSX wB97M-V def2-TZVPD def2/J DEFGRID3
* xyz 0 1
Cd 0.34 -0.02 -0.80
C -4.48 0.59 -1.00
C -3.65 1.43 -0.07
N -4.28 2.05 0.90
C -3.57 2.86 1.73
C -2.24 3.12 1.55
C -1.56 4.11 2.47
O -1.28 5.36 1.83
C -1.55 2.47 0.50
C -0.19 2.89 0.19
N 0.57 2.31 -0.66
C 1.81 2.90 -1.00
C 2.65 3.50 -0.06
C 3.88 3.99 -0.43
C 4.30 3.92 -1.75
C 3.48 3.33 -2.70
C 2.26 2.82 -2.32
I 1.05 1.85 -3.74
C -2.23 1.52 -0.29
O -1.69 0.79 -1.20
H -5.29 0.10 -0.45
H -3.86 -0.14 -1.52
H -4.94 1.23 -1.76
H -4.13 3.31 2.54
H -0.59 3.74 2.80
H -2.19 4.26 3.34
H -2.12 5.72 1.50
H 0.14 3.83 0.64
H 2.34 3.51 0.98
H 4.53 4.43 0.32
H 5.27 4.29 -2.04
H 3.80 3.26 -3.73
N 7.42 -2.73 3.63
C 6.45 -2.24 2.77
C 5.45 -3.08 2.28
C 4.51 -2.60 1.39
C 4.56 -1.28 0.99
C 5.56 -0.44 1.44
C 6.51 -0.92 2.32
S 3.34 -0.66 -0.11
O 3.79 0.62 -0.59
O 3.13 -1.69 -1.10
N 1.90 -0.48 0.65
C 1.75 0.06 1.89
N 0.50 0.50 2.14
C 0.25 0.97 3.36
C 1.21 1.03 4.35
C 2.48 0.61 3.98
N 2.76 0.14 2.78
H 7.21 -3.59 4.11
H 7.94 -2.06 4.17
H 5.42 -4.12 2.60
H 3.72 -3.24 1.01
H 5.58 0.59 1.10
H 7.30 -0.27 2.69
H -0.77 1.31 3.53
H 0.99 1.40 5.34
H 3.31 0.65 4.67
C -1.59 -4.59 -2.51
N -1.97 -3.26 -2.95
C -1.18 -2.17 -2.93
Se 0.60 -2.09 -2.42
N -1.93 -1.13 -3.33
C -3.24 -1.52 -3.56
C -4.37 -0.84 -3.97
C -5.53 -1.57 -4.11
C -5.57 -2.95 -3.86
C -4.43 -3.63 -3.46
C -3.26 -2.89 -3.32
H -0.64 -4.51 -1.98
H -1.46 -5.25 -3.36
H -2.35 -4.98 -1.84
H -1.57 -0.19 -3.35
H -4.34 0.23 -4.17
H -6.44 -1.08 -4.44
H -6.49 -3.49 -3.98
H -4.45 -4.70 -3.26
N -4.63 -2.60 -0.09
N -3.43 -2.11 0.40
N -3.30 -1.68 1.63
C -2.00 -1.40 1.66
N -1.40 -1.67 0.49
N -2.35 -2.13 -0.31
H -5.38 -2.17 0.43
H -4.69 -2.39 -1.08
H -1.49 -1.02 2.52
*
```

Now the Löwdin charges, all in e:
1 Cd 1.257
2 C -0.037
3 C -0.266
4 N 0.111
5 C -0.114
6 C -0.182
7 C -0.219
8 O -0.057
9 C -0.096
10 C -0.073
11 N -0.026
12 C -0.366
13 C -0.035
14 C -0.077
15 C -0.082
16 C -0.150
17 C -0.642
18 I 0.909
19 C -0.335
20 O -0.236
21 H 0.069
22 H 0.028
23 H 0.089
24 H 0.106
25 H 0.107
26 H 0.116
27 H 0.093
28 H 0.123
29 H 0.115
30 H 0.106
31 H 0.104
32 H 0.093
33 N 0.097
34 C -0.320
35 C -0.030
36 C -0.055
37 C -0.322
38 C -0.066
39 C -0.029
40 S 0.550
41 O -0.301
42 O -0.435
43 N -0.205
44 C -0.470
45 N 0.090
46 C -0.159
47 C -0.062
48 C -0.126
49 N 0.143
50 H 0.087
51 H 0.087
52 H 0.109
53 H 0.119
54 H 0.113
55 H 0.109
56 H 0.107
57 H 0.095
58 H 0.110
59 C -0.026
60 N -0.082
61 C -0.736
62 Se 0.666
63 N 0.129
64 C -0.195
65 C -0.020
66 C -0.078
67 C -0.086
68 C -0.018
69 C -0.185
70 H 0.049
71 H 0.100
72 H 0.093
73 H 0.104
74 H 0.122
75 H 0.107
76 H 0.104
77 H 0.115
78 N 0.153
79 N -0.272
80 N 0.144
81 C -0.197
82 N 0.000
83 N 0.087
84 H 0.097
85 H 0.066
86 H 0.088


# 7
Formula: C22H28N2O3
Source: the Open Molecules 2025 dataset
Level of theory: wB97M-V/def2-TZVPD

Summary:
Kohn-Sham gap	8.85	eV
HOMO energy	-0.298	hartree
LUMO energy	0.7	eV

ORCA input file:
```
! RIJCOSX wB97M-V def2-TZVPD def2/J DEFGRID3
* xyz 0 1
C 4.54 2.83 1.87
C 4.50 1.30 1.86
O 4.16 0.77 0.60
C 2.88 0.86 0.15
C 1.79 1.26 0.88
C 0.52 1.29 0.32
C 0.34 0.90 -1.00
C -1.02 0.98 -1.62
O -1.56 2.05 -1.84
N -1.59 -0.20 -1.96
C -1.16 -1.48 -1.46
C -2.03 -1.88 -0.24
N -3.38 -1.34 -0.32
C -3.61 -0.14 0.47
C -3.42 -0.42 1.93
C -3.90 -1.60 2.49
C -3.74 -1.85 3.84
C -3.12 -0.92 4.65
C -2.65 0.26 4.11
C -2.80 0.51 2.76
C -3.80 -1.22 -1.70
C -2.94 -0.21 -2.49
C 1.43 0.49 -1.76
C 2.70 0.47 -1.20
O 3.83 0.09 -1.86
C 3.74 -0.29 -3.21
C 5.14 -0.64 -3.68
H 4.85 3.18 2.85
H 3.57 3.25 1.64
H 5.25 3.18 1.13
H 3.81 0.93 2.63
H 5.49 0.90 2.07
H 1.89 1.56 1.91
H -0.32 1.61 0.91
H -0.11 -1.44 -1.17
H -1.28 -2.22 -2.27
H -2.09 -2.97 -0.18
H -1.57 -1.51 0.68
H -4.65 0.16 0.30
H -2.97 0.70 0.17
H -4.38 -2.32 1.85
H -4.11 -2.78 4.26
H -2.99 -1.12 5.71
H -2.16 0.99 4.74
H -2.43 1.44 2.34
H -3.73 -2.21 -2.15
H -4.85 -0.91 -1.73
H -3.33 0.81 -2.40
H -2.92 -0.48 -3.56
H 1.28 0.21 -2.78
H 3.33 0.53 -3.82
H 3.08 -1.17 -3.31
H 5.79 0.22 -3.58
H 5.55 -1.45 -3.08
H 5.12 -0.95 -4.73
*
```

Now the Löwdin charges, all in e:
1 C -0.061
2 C -0.243
3 O -0.032
4 C -0.188
5 C -0.003
6 C -0.016
7 C -0.160
8 C -0.438
9 O 0.071
10 N -0.045
11 C -0.117
12 C -0.136
13 N -0.167
14 C -0.141
15 C -0.224
16 C -0.040
17 C -0.082
18 C -0.097
19 C -0.087
20 C -0.047
21 C -0.161
22 C -0.112
23 C 0.035
24 C -0.178
25 O -0.030
26 C -0.258
27 C -0.062
28 H 0.077
29 H 0.068
30 H 0.080
31 H 0.116
32 H 0.124
33 H 0.109
34 H 0.108
35 H 0.115
36 H 0.125
37 H 0.121
38 H 0.121
39 H 0.137
40 H 0.116
41 H 0.113
42 H 0.101
43 H 0.099
44 H 0.100
45 H 0.104
46 H 0.118
47 H 0.120
48 H 0.117
49 H 0.125
50 H 0.121
51 H 0.128
52 H 0.126
53 H 0.078
54 H 0.078
55 H 0.075


# 8
Formula: C22H25F6INO4PS4SbScSeSi
Source: the Open Molecules 2025 dataset
Level of theory: wB97M-V/def2-TZVPD

Summary:
Kohn-Sham gap (alpha / beta)	7.02 / 5.91	eV
HOMO energy (alpha / beta)	-0.188 / -0.202	hartree
LUMO energy (alpha / beta)	1.9 / 0.4	eV
expectation value of S²	0.7630

ORCA input file:
```
! RIJCOSX wB97M-V def2-TZVPD def2/J DEFGRID3
* xyz -1 2
Sc 0.01 -0.19 0.78
O 5.90 -3.85 -1.34
C 4.94 -3.27 -0.92
S 3.32 -3.98 -0.84
C 2.50 -2.60 -0.14
C 3.29 -1.47 0.13
S 2.75 -0.05 0.83
S 4.98 -1.61 -0.29
S 0.86 -2.72 0.19
O -2.97 1.73 -1.21
C -2.66 0.89 -0.38
O -1.64 0.97 0.41
C -3.42 -0.43 -0.27
P -2.15 -1.74 -0.44
C -3.00 -3.28 0.02
C -4.00 -3.83 -0.78
C -4.65 -4.99 -0.39
C -4.31 -5.60 0.81
C -3.32 -5.06 1.61
C -2.66 -3.90 1.22
C -1.92 -1.92 -2.24
C -2.31 -0.94 -3.15
C -1.97 -1.06 -4.49
C -1.25 -2.16 -4.94
C -0.86 -3.14 -4.04
C -1.19 -3.02 -2.70
H -4.24 -0.49 -0.98
H -3.79 -0.53 0.76
H -4.26 -3.36 -1.72
H -5.42 -5.41 -1.02
H -4.82 -6.51 1.12
H -3.05 -5.53 2.54
H -1.89 -3.47 1.85
H -2.86 -0.07 -2.82
H -2.28 -0.29 -5.19
H -0.99 -2.24 -5.99
H -0.30 -4.00 -4.38
H -0.87 -3.78 -2.00
F 0.63 1.75 1.49
Sb 1.17 3.62 1.07
F 2.71 3.25 2.07
F 0.27 4.15 2.63
F 1.74 5.36 0.66
F -0.41 3.81 0.08
F 2.01 2.91 -0.47
C -0.27 -0.65 6.31
Si -0.02 0.22 4.66
C -1.04 1.79 4.65
C 1.80 0.62 4.50
Se -0.74 -1.22 3.07
H 0.03 -0.01 7.14
H 0.32 -1.57 6.35
H -1.32 -0.92 6.44
H -0.69 2.48 5.43
H -2.09 1.55 4.84
H -0.97 2.30 3.69
H 2.13 1.18 5.38
H 2.03 1.23 3.62
H 2.40 -0.30 4.44
N -0.32 2.02 -2.32
C 0.55 1.06 -2.11
O 0.35 0.10 -1.32
C 1.89 1.02 -2.80
I 2.18 2.34 -4.44
H -1.19 2.08 -1.78
H -0.05 2.80 -2.90
H 2.06 0.01 -3.16
H 2.64 1.27 -2.05
*
```

Now the Löwdin charges, all in e:
1 Sc 0.392
2 O -0.059
3 C -1.025
4 S 0.968
5 C -1.129
6 C -1.134
7 S 0.704
8 S 0.975
9 S 0.627
10 O 0.022
11 C -0.691
12 O -0.186
13 C -0.210
14 P 1.014
15 C -0.351
16 C -0.086
17 C -0.089
18 C -0.093
19 C -0.076
20 C -0.095
21 C -0.358
22 C -0.078
23 C -0.080
24 C -0.094
25 C -0.081
26 C -0.107
27 H 0.096
28 H 0.105
29 H 0.108
30 H 0.099
31 H 0.098
32 H 0.105
33 H 0.029
34 H 0.093
35 H 0.103
36 H 0.098
37 H 0.102
38 H 0.088
39 F -0.438
40 Sb 1.393
41 F -0.345
42 F -0.334
43 F -0.353
44 F -0.326
45 F -0.348
46 C -0.245
47 Si 0.097
48 C -0.218
49 C -0.218
50 Se 0.331
51 H 0.024
52 H 0.022
53 H 0.020
54 H 0.033
55 H 0.028
56 H 0.005
57 H 0.032
58 H -0.009
59 H 0.030
60 N 0.228
61 C -0.587
62 O -0.133
63 C -0.553
64 I 0.823
65 H 0.086
66 H 0.053
67 H 0.062
68 H 0.038


no.,largest force on an atom (eV Å⁻¹),DFT total energy (eV)
1,4.63,-8788.7274
2,1.87,-7648.1415
3,6.07,-17567.5667
4,4.14,-31188.5781
5,4.75,-11012.6149
6,0.91,-151148.6569
7,0.49,-32390.7704
8,0.12,-210413.2117